(1)
Below is a molecular structure, C20H30As2CaF15NO17 at a distorted geometry, with properties calculated with the ωB97M-V functional and the def2-TZVPD basis.

Structure (ORCA input):
```
! wB97M-V def2-TZVPD RIJCOSX def2/J DEFGRID3
* xyz -2 1
Ca -0.85345 -0.15547 0.01561
As -3.07135 6.40735 -1.45607
F -4.64575 6.33774 -0.65081
F -2.72502 4.69498 -0.77314
F -1.40933 6.28207 -2.22431
F -3.49261 7.97494 -2.11984
F -2.40922 7.33997 -0.03476
F -3.72723 5.56245 -2.90869
As 1.10041 -3.73179 6.03732
F -0.34894 -4.55366 5.43440
F 0.10754 -2.59510 7.12245
F 2.47949 -2.66571 6.61468
F 2.08048 -4.80025 5.01303
F 0.87777 -2.73053 4.58985
F 1.18435 -4.77955 7.53330
C 0.53378 1.98168 -7.44605
O -0.30401 2.84334 -8.32798
O -0.31067 1.63209 -6.37047
C 1.05005 0.71647 -8.16594
F 1.41647 -0.33610 -7.31566
F 0.17859 0.10358 -8.99834
F 2.18552 1.08750 -8.88489
C 0.49492 3.90210 -8.99651
C -0.23492 4.24574 -10.23650
H -0.29340 3.34228 -10.84350
H -1.24579 4.54844 -9.96332
H 0.35822 5.07808 -10.61529
H 1.58398 3.94678 -8.99029
H 0.55529 4.78084 -8.35442
H 1.37013 2.57165 -7.07113
N -6.89965 -0.42085 -1.65644
O -7.87766 -1.07099 -1.33471
O -5.81798 -0.62634 -1.15620
O -6.98455 0.38778 -2.55134
C -9.81637 0.91469 6.66070
C -8.81445 1.92878 6.16761
C -7.97767 2.54875 7.27348
O -6.70993 2.51917 6.71084
C -6.65069 1.55207 5.76163
O -5.56035 1.03832 5.36001
O -7.88878 1.24319 5.41746
H -10.79651 0.97048 6.18709
H -10.09265 1.01349 7.71047
H -9.45898 -0.09280 6.44777
H -9.18995 2.77403 5.59086
H -7.97732 1.87773 8.13245
H -8.37956 3.53216 7.51737
C 1.70187 6.07288 6.60659
C 2.36450 6.33797 5.33908
C 3.74037 5.86105 5.23637
O 3.89860 5.22730 4.01343
C 2.74753 5.01182 3.54795
O 2.55649 4.34481 2.53727
O 1.81698 5.52629 4.27279
H 2.16849 6.68795 7.37604
H 1.80239 5.06389 7.00651
H 0.68357 6.43138 6.45614
H 2.26046 7.35647 4.96498
H 3.91274 5.05342 5.94780
H 4.50239 6.63058 5.35985
C 0.91919 -10.03811 1.46399
C 1.13983 -9.64247 -0.04405
C -0.02495 -9.92309 -0.91748
O -0.80471 -8.75351 -0.62984
C 0.08629 -7.75570 -0.25854
O -0.13077 -6.51300 -0.22212
O 1.33729 -8.27067 -0.30754
H 1.91284 -9.93308 1.89956
H 0.55238 -11.06423 1.43892
H 0.13854 -9.52482 2.02544
H 2.07011 -10.18039 -0.22660
H -0.55873 -10.73327 -0.42070
H 0.30015 -10.06940 -1.94753
C 9.06849 -1.51470 -4.39448
C 7.89526 -2.55315 -4.52727
C 7.98433 -3.72351 -3.56806
O 6.98387 -3.40996 -2.57376
C 6.36569 -2.30119 -2.96271
O 5.45406 -1.81443 -2.29957
O 6.90631 -1.81240 -4.02674
H 9.15967 -1.10652 -3.38792
H 8.93258 -0.65768 -5.05414
H 10.00673 -1.97663 -4.70177
H 7.81492 -2.80295 -5.58522
H 8.94932 -4.01685 -3.15473
H 7.79255 -4.63532 -4.13368
*
```

## Properties
**Lowest unoccupied orbital energy**: -1.35 eV
**Strongest force on any atom**: 6.6 eV/A
**Orbital gap**: 0.0762 Eh
**Electronic energy**: -238397.4382 eV
**HOMO level**: -3.418 eV
**Energy relative to the best compared isomer or geometry (same formula, charge and spin)**: 1498.2 kJ/mol

(2)
Below is a molecular structure, C20H30BaClO2 at a distorted geometry, with properties calculated with the ωB97M-V functional and the def2-TZVPD basis.

Structure (ORCA input):
```
! wB97M-V def2-TZVPD RIJCOSX def2/J DEFGRID3
* xyz -1 1
O 0.19468 0.15303 0.62003
C -0.81163 -0.19804 -0.36705
C 0.10172 -1.33879 -0.80290
H -0.92823 0.63793 -1.06537
H -1.77754 -0.46509 0.08640
C 1.15339 -0.78450 0.18733
H 0.40477 -1.31598 -1.84106
H -0.26740 -2.31986 -0.50607
C 2.28607 -0.04316 -0.47871
H 1.90579 0.77874 -1.09747
H 2.83964 -0.73980 -1.12370
H 2.98980 0.37124 0.25628
C 1.61146 -1.70749 1.28565
H 0.78506 -2.31226 1.67540
H 2.06028 -1.14681 2.12218
H 2.37926 -2.38621 0.88312
Ba -0.46599 1.45315 2.24696
C -0.98292 0.68245 4.76270
C -2.17896 1.13761 4.11286
C -2.48263 0.20770 3.05167
H -2.69616 2.09314 4.28319
C -1.45894 -0.80972 3.05188
C -0.52822 -0.50604 4.10927
H 0.40309 -1.05463 4.31718
H -0.47491 1.19827 5.58701
H -3.23520 0.35644 2.26509
H -1.34800 -1.59702 2.29934
C 0.68907 3.26576 3.81716
C 1.56963 2.15104 3.92405
C 2.10735 1.86302 2.62282
H 1.76818 1.55475 4.82534
C 1.54956 2.82917 1.69282
C 0.68007 3.70164 2.44563
H -0.01096 4.43455 2.01050
H 0.06242 3.68386 4.61347
H 2.75635 1.01359 2.36746
H 1.59577 2.77727 0.59503
O -0.24518 -1.43798 -4.50527
C 0.62836 -2.59483 -4.59918
C 0.60770 -3.12331 -6.03755
H 0.26247 -3.37815 -3.89805
H 1.63291 -2.29109 -4.26029
C -0.82200 -2.74393 -6.47756
H 0.81791 -4.17984 -6.10599
H 1.33132 -2.55964 -6.64058
C -1.01944 -1.40931 -5.74627
H -1.52827 -3.48488 -6.07932
H -0.93903 -2.66627 -7.54796
H -2.07052 -1.20905 -5.48942
H -0.66052 -0.57166 -6.38153
Cl -2.94162 4.33571 2.39958
C -2.34411 3.26916 1.24521
H -3.13328 2.62728 0.84652
H -1.82243 3.79882 0.44216
*
```

## Properties
**Lowest unoccupied orbital energy**: 2.08 eV
**Strongest force on any atom**: 3.9 eV/A
**Orbital gap**: 0.1558 Eh
**Electronic energy**: -38532.5711 eV
**HOMO level**: -2.164 eV

(3)
Below is a molecular structure, C20H30Br33N2O2 at a distorted geometry, with properties calculated with the ωB97M-V functional and the def2-TZVPD basis.

Structure (ORCA input):
```
! wB97M-V def2-TZVPD RIJCOSX def2/J DEFGRID3
* xyz 1 1
C 1.47371 -0.78015 1.35004
C 1.32248 0.29554 0.11309
C -0.00530 1.29826 0.28560
O -0.31913 1.78301 1.50391
O -0.78014 1.53889 -0.94034
C -0.57660 2.90126 -1.47260
C 0.96360 3.44309 -1.43060
C 1.32749 4.50047 -0.24396
C 2.65988 4.00340 0.63659
N 3.22711 5.28161 1.24677
C 2.18268 6.02606 2.04704
C 0.68702 5.35897 2.04116
N 0.20670 4.85422 0.70041
H 2.62523 -1.09014 1.40212
H 1.18321 -0.33796 2.40594
H 0.88540 -1.78809 1.10488
H 1.27630 -0.26643 -0.92174
H 2.29131 0.95177 0.11109
H -1.37760 3.59852 -0.98301
H -0.87298 2.83620 -2.62790
H 1.14741 4.01247 -2.46404
H 1.78822 2.57997 -1.42153
H 1.68138 5.52094 -0.75282
H 3.45373 3.55043 -0.11990
H 2.37908 3.19748 1.44175
H 4.07876 4.99712 1.81578
H 3.50920 5.92199 0.44643
H 2.21269 7.16889 1.74164
H 2.55212 6.00171 3.18199
H 0.60461 4.47180 2.83215
H -0.06636 6.22921 2.35625
H -0.37767 5.60083 0.23422
C -0.92979 0.81306 4.88275
Br -0.05151 1.36813 6.52729
Br -1.09718 -1.12166 4.76887
Br -2.64246 1.70327 4.64070
H -0.28611 1.12758 4.05463
C -3.18519 -0.56010 8.17369
Br -2.30691 -0.00503 9.81822
Br -3.35258 -2.49481 8.05981
Br -4.89786 0.33012 7.93164
H -2.54151 -0.24557 7.34557
C -1.12893 -4.72075 2.62645
Br -0.58072 -6.55879 2.30232
Br -1.97567 -3.93146 1.06308
Br -2.24785 -4.56770 4.21041
H -0.21811 -4.14512 2.82159
C -3.48657 -7.62106 -0.64014
Br -2.93836 -9.45910 -0.96427
Br -4.33331 -6.83177 -2.20352
Br -4.60549 -7.46801 0.94381
H -2.57574 -7.04543 -0.44501
C 3.28358 -1.76049 4.80376
Br 1.84507 -3.04421 4.54543
Br 4.74691 -2.05214 3.55568
Br 2.63666 0.07318 4.74496
H 3.68336 -1.92638 5.80959
C -4.54244 -11.61529 -3.83980
Br -6.35111 -11.96678 -3.21597
Br -3.68004 -13.22711 -4.50495
Br -4.49475 -10.17633 -5.14801
H -3.96496 -11.27829 -2.97264
C 1.59354 8.96684 -2.03830
Br -0.02727 7.93623 -1.73037
Br 3.19291 7.87785 -1.83776
Br 1.55301 9.88453 -3.75309
H 1.63339 9.73925 -1.26318
C -2.29551 6.00216 6.14000
Br -1.74646 5.61559 4.31432
Br -3.19967 7.71918 6.27585
Br -3.36137 4.56102 6.89589
H -1.38244 6.07325 6.74021
C 6.78108 10.12877 -2.28407
Br 5.52337 11.55140 -1.86183
Br 6.69953 8.68171 -0.98658
Br 6.55748 9.48174 -4.10497
H 7.78540 10.56020 -2.21914
C -4.08935 -9.35419 -8.94442
Br -2.57019 -8.23499 -9.41722
Br -5.59708 -9.07116 -10.14056
Br -3.59723 -11.23288 -8.83209
H -4.41295 -9.04808 -7.94412
C 0.33116 -10.58427 -11.55372
Br 1.85033 -9.46508 -12.02652
Br -1.17657 -10.30125 -12.74986
Br 0.82328 -12.46297 -11.44139
H 0.00756 -10.27817 -10.55342
*
```

## Properties
**Lowest unoccupied orbital energy**: -3.34 eV
**Strongest force on any atom**: 8.6 eV/A
**Orbital gap**: 0.2802 Eh
**Electronic energy**: -2339688.5453 eV
**HOMO level**: -10.960 eV
**Energy relative to the best compared isomer or geometry (same formula, charge and spin)**: 434.6 kJ/mol